Record 1
Entry from the Open Molecules 2025 dataset: the molecule C9H7ClN2OS2 at a distorted geometry (ωB97M-V with the def2-TZVPD basis set).

Electronic energy, a.u.: -1788.45561
Total charge: 0
Orbital gap, eV: 8.29
SMILES: Oc1ccc(Cl)cc1[C@H]1NC(=S)NC1=S
LUMO energy, hartree: -0.0165
2S+1: 1

Last column: Mulliken charge in e.
Positions of all 22 atoms, in Å:
O (-2.40571, -0.33454, 1.52652)  -0.551
C (-1.05633, -0.54782, 1.41780)  0.941
C (-0.43409, -1.34366, 2.44758)  -0.884
C (0.94815, -1.56498, 2.35166)  -0.319
C (1.69663, -1.12035, 1.36134)  -0.580
Cl (3.38032, -1.49070, 1.34128)  -0.220
C (1.03605, -0.34511, 0.36278)  0.066
C (-0.29623, -0.12371, 0.31616)  -0.204
C (-0.91297, 0.49539, -0.91752)  0.249
N (-0.60439, 1.89251, -1.06659)  -0.200
C (0.05571, 2.06158, -2.20265)  -0.049
S (0.86953, 3.42665, -2.44375)  -0.415
N (0.10918, 1.01216, -3.03353)  -0.050
C (-0.35230, -0.00527, -2.24815)  -0.316
S (-0.43207, -1.53208, -2.83373)  -0.291
H (-2.58799, -0.38015, 2.46100)  0.316
H (-1.01425, -1.73991, 3.25386)  0.340
H (1.48406, -2.07164, 3.11531)  0.446
H (1.67313, 0.02367, -0.39340)  0.492
H (-1.98862, 0.33626, -0.86983)  0.566
H (-0.16989, 2.43813, -0.38027)  0.306
H (1.00207, 0.91356, -3.56587)  0.358



Record 2
Entry from the Open Molecules 2025 dataset: the molecule C9H7FO4 at a distorted geometry (ωB97M-V with the def2-TZVPD basis set).

Energy relative to the best compared isomer or geometry (same formula, charge and spin), kcal per mole: 197.31
Electronic energy, a.u.: -747.61707
Total charge: 0
Orbital gap, eV: 8.21
SMILES: CC(=O)OCC1=CC(=O)C=C(F)C1=O
LUMO energy, hartree: -0.0782
2S+1: 1

Last column: Mulliken charge in e.
Positions of all 21 atoms, in Å:
C (2.95800, -0.60519, -0.02370)  -0.683
C (2.54891, 1.00855, 0.12867)  0.606
O (3.17241, 1.84347, -0.74761)  -0.516
O (1.60361, 1.47218, 1.17193)  -0.324
C (0.32881, 1.92173, 0.58436)  -0.559
C (-0.76304, 0.70154, 0.41205)  0.628
C (-2.20109, 1.01396, 0.03564)  -0.458
C (-3.21679, -0.30012, -0.16670)  0.259
O (-4.50195, -0.28876, 0.21505)  -0.498
C (-2.48196, -1.60690, -0.90914)  -0.412
C (-1.04293, -1.91847, -0.53842)  0.351
F (-0.26158, -3.03010, -1.16378)  -0.260
C (-0.38927, -0.91438, 0.62902)  0.299
O (0.32449, -1.37269, 1.65926)  -0.478
H (2.86438, -1.04505, 1.07538)  0.266
H (2.14997, -1.18636, -0.68094)  0.132
H (4.05349, -0.73868, -0.42095)  0.311
H (-0.14147, 2.86353, 1.11434)  0.365
H (0.58798, 2.27995, -0.52450)  0.316
H (-2.53354, 2.12555, -0.12698)  0.316
H (-3.05842, -2.22375, -1.72298)  0.338



Record 3
Entry from the Open Molecules 2025 dataset: the molecule C9H7FS at a distorted geometry (ωB97M-V with the def2-TZVPD basis set).

Energy relative to the best compared isomer or geometry (same formula, charge and spin), kcal per mole: 0.60
Electronic energy, a.u.: -844.95872
Total charge: 0
Orbital gap, eV: 7.60
SMILES: Cc1csc2c1=C1C[C@H](F)C=21
LUMO energy, hartree: 0.0061
2S+1: 1

Last column: Mulliken charge in e.
Positions of all 18 atoms, in Å:
C (-2.85984, -0.41275, 0.38333)  -1.214
C (-1.77280, 0.51542, 0.03589)  0.670
C (-1.94932, 1.90449, -0.12596)  -0.569
S (-0.46063, 2.75791, -0.26081)  -0.226
C (0.40426, 1.29350, -0.27571)  -0.831
C (-0.44377, 0.19023, -0.06227)  0.365
C (0.89310, -0.74157, -0.27236)  -0.279
C (2.18360, -1.59366, -0.01704)  -0.698
C (2.94019, -0.31186, -0.34420)  0.519
F (3.85265, 0.13152, 0.53358)  -0.309
C (1.59903, 0.38025, -0.34270)  0.524
H (-3.69803, -0.74047, -0.28536)  0.276
H (-2.28783, -1.23895, 0.59766)  0.382
H (-3.31341, 0.06782, 1.27671)  0.270
H (-2.84165, 2.46459, 0.19020)  0.382
H (2.10678, -1.82334, 1.04277)  0.226
H (2.22410, -2.43354, -0.67048)  0.297
H (3.42358, -0.40959, -1.40325)  0.215



Record 4
Entry from the Open Molecules 2025 dataset: a structure of composition C9H7LuNO4S at a distorted geometry (ωB97M-V with the def2-TZVPD basis set).

Energy relative to the best compared isomer or geometry (same formula, charge and spin), kcal per mole: 3.48
Electronic energy, a.u.: -2335.37136
Total charge: +3
Orbital gap, eV: 6.87
LUMO energy, hartree: -0.5097
2S+1: 1

Last column: Mulliken charge in e.
Positions of all 23 atoms, in Å:
Lu (-0.02821, -0.90717, -1.48139)  1.319
C (0.00443, 0.14762, 1.37002)  0.161
O (-0.07638, 1.16207, 1.89049)  -0.053
C (-0.04298, 1.41517, -1.21832)  0.193
O (0.00975, 2.40673, -0.62499)  0.012
C (-1.98809, 0.09742, -0.23734)  0.337
O (-2.66821, 0.49897, 0.60948)  -0.027
C (1.94296, 0.30483, -0.43445)  0.289
O (2.62511, 0.77105, 0.38102)  -0.027
C (-0.01303, -1.49545, -3.83522)  -1.038
H (0.92047, -2.08674, -3.85832)  0.536
H (-0.94880, -2.08505, -3.82768)  0.590
C (-0.01456, -0.16968, -4.21308)  -0.467
H (-0.94357, 0.35157, -4.49908)  0.353
H (0.91011, 0.34140, -4.52972)  0.354
S (-0.95816, -4.49173, 0.98395)  0.110
C (0.59522, -4.03847, 1.71985)  -0.356
C (1.13582, -2.96079, 1.07324)  -0.306
N (0.36752, -2.52940, -0.00134)  -0.184
C (-0.79480, -3.19178, -0.12924)  -0.016
H (1.02637, -4.50960, 2.59349)  0.452
H (2.06019, -2.42480, 1.20273)  0.447
H (-1.46704, -2.97505, -0.97009)  0.321